No. 1
Computed, not measured: 2 unconnected molecules or ions with the total composition C4H9NO2, with ωB97M-V/def2-TZVPD.

The geometry in XYZ format:
```
16
Properties=species:S:1:pos:R:3:lowdin_charge:R:1
O 3.34929 -0.85562 -0.30796 -0.011
C 2.33623 0.06761 -0.21883 -0.193
C 1.22298 -0.11274 0.49182 -0.284
O 0.74145 -1.19106 1.05685 -0.053
H 3.03605 -1.68664 0.07192 0.093
H 2.58105 1.00862 -0.68135 0.105
H 0.35911 0.70717 0.36721 0.098
H -0.43730 -0.97104 1.14715 0.119
C -1.67826 -0.17134 0.99309 -0.112
N -1.19118 0.82577 0.26184 -0.109
C -1.45998 0.78018 -1.16503 -0.114
H -1.84834 0.05856 2.04132 0.099
H -2.41702 -0.84932 0.55514 0.102
H -2.30963 1.44022 -1.35652 0.091
H -0.59571 1.16816 -1.70348 0.082
H -1.68873 -0.21853 -1.55317 0.087
```

The calculation puts the HOMO energy at -7.72 eV. Its largest force on an atom is 3.26 eV/A. The SMILES is O/C=C\O.C=NC.

No. 2
Computed, not measured: C4H9NO2 in the gas phase, with ωB97M-V/def2-TZVPD.

The geometry in XYZ format:
```
16
Properties=species:S:1:pos:R:3:lowdin_charge:R:1
C 0.30361 2.40227 0.94019 -0.096
C -0.49990 1.40028 0.02145 -0.358
N -1.52047 0.59417 0.76651 -0.006
C 0.73503 0.30190 -0.39181 -0.031
C 0.41227 -1.23775 -0.34933 -0.451
O -0.32095 -1.81028 0.43228 0.059
O 1.02328 -1.97084 -1.40125 0.016
H 0.19949 2.03190 2.04361 0.115
H -0.29409 3.29584 0.91687 0.044
H 1.31072 2.61578 0.54207 0.069
H -0.81280 1.96083 -0.80383 0.089
H -2.36423 1.20902 0.66671 0.079
H -1.79037 -0.38856 0.41157 0.090
H 0.96471 0.42374 -1.50038 0.116
H 1.65363 0.55333 0.23437 0.118
H 0.45161 -2.81225 -1.44772 0.146
```

The calculation puts the HOMO energy at -9.38 eV. Its largest force on an atom is 6.27 eV/A. The SMILES is C[C@H](N)CC(=O)O.

No. 3
Computed, not measured: C4H9NO2 in the gas phase, with ωB97M-V/def2-TZVPD.

The geometry in XYZ format:
```
16
Properties=species:S:1:pos:R:3:lowdin_charge:R:1
O 2.08460 0.57789 -0.35747 -0.095
C 0.94655 -0.01327 -0.98244 -0.167
C -0.03726 -0.30644 0.15235 -0.475
C -1.47109 -0.74048 -0.29720 -0.166
O -2.03401 0.37027 -1.00632 -0.070
C 0.46922 -0.63884 1.52796 -0.099
N -0.12126 0.63387 1.17839 0.034
H 2.89890 0.57657 -0.91480 0.117
H 1.18401 -0.96716 -1.52001 0.141
H 0.36637 0.73669 -1.55119 0.125
H -2.04762 -0.94003 0.62049 0.119
H -1.49234 -1.66446 -0.85138 0.114
H -2.01520 1.12370 -0.41103 0.081
H -0.15319 -1.14120 2.26951 0.103
H 1.54034 -0.83741 1.52359 0.107
H 0.71823 1.28522 1.09236 0.130
```

The calculation puts the HOMO energy at -9.52 eV. Its largest force on an atom is 4.47 eV/A. The SMILES is OCC1(CO)CN1.

No. 4
Computed, not measured: C4H9NO2 in the gas phase, with ωB97M-V/def2-TZVPD.

The geometry in XYZ format:
```
16
Properties=species:S:1:pos:R:3:lowdin_charge:R:1
C -1.30967 1.13626 0.97943 -0.001
C 0.19147 1.24983 1.12864 -0.535
O 0.67834 1.74783 2.12305 0.052
N 0.97806 0.91017 0.04792 0.056
C 0.61933 -0.11645 -0.91728 -0.186
C 0.45214 -1.51663 -0.34358 -0.235
O 0.02080 -2.35893 -1.42587 -0.081
H -1.62968 0.14375 0.67185 0.064
H -1.66658 1.83040 0.21897 0.090
H -1.79014 1.32318 1.93271 0.084
H 1.90053 1.29107 0.11439 0.135
H 1.40337 -0.19151 -1.66661 0.128
H -0.28792 0.17157 -1.45994 0.117
H 1.42731 -1.93158 -0.09192 0.122
H -0.19907 -1.67322 0.50960 0.110
H -0.78829 -2.01573 -1.82138 0.079
```

The calculation puts the HOMO energy at -9.68 eV. Its largest force on an atom is 1.55 eV/A. The SMILES is CC(=O)NCCO.

No. 5
Computed, not measured: a molecular structure, C4H9NO2, with ωB97M-V/def2-TZVPD.

The geometry in XYZ format:
```
16
Properties=species:S:1:pos:R:3:lowdin_charge:R:1
C -1.86089 0.44973 1.13966 0.091
C -1.73812 -0.61503 0.17035 -0.411
N -0.72446 -0.58935 -0.76832 0.040
C 0.53388 -0.41033 -0.26314 -0.640
O 0.86294 -0.38218 0.92164 0.027
O 1.43360 -0.28239 -1.25727 -0.046
C 2.77353 -0.09088 -0.82325 -0.070
H -0.95282 0.80558 1.61557 0.075
H -1.54689 1.64179 -0.24276 0.110
H -2.80573 0.61093 1.65860 0.088
H -1.47473 -1.26594 1.07807 0.193
H -2.69147 -0.96925 -0.22956 0.129
H -1.15890 1.22315 -0.81867 0.139
H 3.37218 -0.03208 -1.73339 0.090
H 2.87136 0.83313 -0.24534 0.092
H 3.10651 -0.92687 -0.20220 0.092
```

The calculation puts the HOMO energy (alpha / beta) at -9.03 / -9.03 eV. Its largest force on an atom is 0.32 eV/A.

No. 6
Computed, not measured: C4H9NO2 in the gas phase, with ωB97M-V/def2-TZVPD.

The geometry in XYZ format:
```
16
Properties=species:S:1:pos:R:3:lowdin_charge:R:1
O 2.68274 -1.71932 0.34146 0.072
C 2.38994 -1.11067 -0.63149 -0.268
C 0.89948 -0.67993 -1.07539 -0.163
C 0.50712 0.37848 -0.09361 -0.311
N -0.77854 1.04239 -0.34503 -0.042
C -1.63310 1.06739 0.88286 -0.222
O -2.04684 -0.26364 1.37484 -0.070
H 3.13406 -0.75773 -1.40718 0.122
H 0.11811 -1.52426 -0.86082 0.149
H 0.89459 -0.24280 -2.14076 0.126
H 1.36723 1.04162 0.23653 0.139
H 0.37837 -0.33165 0.76418 0.113
H -1.41243 0.47516 -0.92985 0.108
H -2.52991 1.62262 0.76585 0.102
H -1.01277 1.34814 1.75005 0.121
H -2.95806 -0.34581 1.36835 0.025
```

The calculation puts the HOMO energy at -9.56 eV. Its largest force on an atom is 3.24 eV/A. The SMILES is O=CCCNCO.

No. 7
Computed, not measured: 2 unconnected molecules or ions with the total composition C4H9NO2, with ωB97M-V/def2-TZVPD.

The geometry in XYZ format:
```
16
Properties=species:S:1:pos:R:3:lowdin_charge:R:1
C 1.53779 -0.69705 -0.73998 -0.078
C 0.86504 -0.42695 0.56140 -0.155
C 0.17133 0.74594 0.82824 -0.268
N 0.16322 1.86481 -0.03117 0.083
H 1.76781 -1.75256 -0.87035 0.076
H 0.94264 -0.34468 -1.58217 0.070
H 2.46853 -0.12101 -0.77616 0.091
H 1.08034 -1.09117 1.38791 0.118
H 0.01364 0.99498 1.87027 0.135
H -0.08566 1.60865 -0.97992 0.079
H -0.50819 2.55213 0.28477 0.090
O -2.41652 0.06251 1.11110 0.028
C -1.51178 -0.38606 0.41866 -0.515
O -1.59265 -0.38474 -0.97377 -0.003
H -0.97046 -1.36922 0.72088 0.137
H -1.92507 -1.25557 -1.22971 0.112
```

The calculation puts the HOMO energy at -8.09 eV. Its largest force on an atom is 5.72 eV/A. The SMILES is C/C=C\N.O=CO.

No. 8
Computed, not measured: 2 unconnected molecules or ions with the total composition C4H9NO2, with ωB97M-V/def2-TZVPD.

The geometry in XYZ format:
```
16
Properties=species:S:1:pos:R:3:lowdin_charge:R:1
C 2.23127 0.10666 -0.56262 -0.060
O 1.18195 0.95823 -0.10250 -0.057
C 0.40010 0.41025 0.83354 -0.595
C -0.71006 1.33289 1.26804 0.017
O 0.58020 -0.69290 1.30049 0.063
H 2.75322 0.66822 -1.33822 0.091
H 2.91004 -0.12729 0.26176 0.094
H 1.81078 -0.81713 -0.96641 0.081
H -0.64136 2.31296 0.79503 0.084
H -1.67376 0.87812 1.01990 0.074
H -0.66346 1.43396 2.35525 0.090
C -1.74936 -1.43750 -0.62279 -0.117
N -0.90238 -0.91949 -1.41260 0.055
H -1.44141 -1.63202 0.40728 0.058
H -2.77925 -1.69713 -0.89571 0.068
H -1.30654 -0.77782 -2.34042 0.052
```

The calculation puts the HOMO energy at -10.06 eV. Its largest force on an atom is 0.47 eV/A. The SMILES is COC(C)=O.C=N.

No. 9
Computed, not measured: C4H9NO2 in the gas phase, with ωB97M-V/def2-TZVPD.

The geometry in XYZ format:
```
16
Properties=species:S:1:pos:R:3:lowdin_charge:R:1
O -0.72821 -2.45034 2.89542 0.014
C -0.62406 -1.58927 2.02729 -0.374
N 0.30651 -0.81453 1.45716 -0.020
C 0.06169 0.35309 0.76897 -0.244
C 0.81718 0.32753 -0.56070 -0.182
C 0.24083 1.02079 -1.77031 -0.269
O -1.03465 0.50479 -2.18998 -0.106
H -1.59701 -1.33340 1.53195 0.129
H 1.24383 -1.29101 1.48459 0.184
H 0.18447 1.28283 1.37495 0.135
H -1.04906 0.35260 0.46904 0.131
H 1.80269 0.68992 -0.33894 0.102
H 0.98876 -0.76003 -0.85290 0.141
H 0.98457 0.79380 -2.71051 0.164
H 0.22209 2.05730 -1.91163 0.084
H -1.81965 0.85591 -1.67440 0.110
```

The calculation puts the HOMO energy at -9.76 eV. Its largest force on an atom is 5.70 eV/A. The SMILES is O=CNCCCO.

No. 10
Computed, not measured: C4H9NO2 in the gas phase, with ωB97M-V/def2-TZVPD.

The geometry in XYZ format:
```
16
Properties=species:S:1:pos:R:3:lowdin_charge:R:1
C 0.00515 -1.78906 -1.29021 -0.052
C -0.33119 -0.40000 -0.76534 -0.442
O -1.42778 -0.47120 0.15254 -0.061
C 0.84100 0.22382 -0.01618 -0.070
C 0.71557 1.70070 0.35251 -0.540
N -0.54182 2.11684 0.65829 0.168
O 1.68794 2.43563 0.37980 0.037
H 0.28307 -2.45157 -0.46418 0.088
H 0.83300 -1.74942 -2.00468 0.085
H -0.85678 -2.22989 -1.80421 0.079
H -0.60526 0.25453 -1.60774 0.148
H -2.19176 -0.81652 -0.32521 0.101
H 0.99955 -0.34112 0.91167 0.138
H 1.75385 0.13551 -0.60917 0.128
H -0.65531 3.05463 1.01269 0.112
H -1.28661 1.43802 0.73866 0.081
```

The calculation puts the HOMO energy at -9.57 eV. Its largest force on an atom is 0.32 eV/A. The SMILES is C[C@@H](O)CC(N)=O.

What energy relative to the best compared isomer or geometry (same formula, charge and spin) values result from the calculations? In sequence: 5.116, 2.205, 2.974, 1.100, 5.455, 3.067, 3.687, 1.702, 2.565, 0.336 eV.